[1]
{
  "formula": "C31H64BrN10O20S",
  "method": "wB97M-V/def2-TZVPD",
  "symbols": ["H", "N", "O", "H", "H", "O", "H", "O", "N", "O", "S", "O", "H", "O", "H", "H", "C", "H", "C", "H", "N", "O", "H", "H", "H", "Br", "C", "N", "C", "H", "O", "H", "C", "C", "C", "H", "H", "C", "H", "H", "H", "H", "H", "H", "N", "H", "C", "C", "O", "H", "C", "H", "H", "C", "H", "H", "H", "N", "O", "H", "C", "H", "H", "H", "H", "H", "O", "H", "C", "O", "C", "H", "C", "C", "H", "H", "C", "C", "H", "O", "H", "H", "H", "C", "H", "C", "H", "C", "H", "O", "H", "C", "H", "H", "O", "O", "H", "H", "C", "C", "N", "C", "H", "H", "C", "N", "H", "H", "H", "C", "H", "H", "H", "H", "O", "H", "C", "N", "C", "H", "C", "N", "O", "H", "O", "O", "H"],
  "positions_angstrom": [[-0.687, 0.852, 2.254], [1.168, 0.286, 1.462], [2.776, 10.107, 3.611], [0.631, 2.486, 2.473], [-3.867, -5.177, 3.152], [-6.151, -6.012, 2.851], [4.883, -3.870, -1.590], [-1.145, -5.456, 1.898], [-2.713, 0.924, -6.219], [-2.572, 1.737, -5.331], [-3.255, 2.345, 1.447], [0.702, 3.326, -3.417], [0.721, -0.682, 3.691], [-5.352, -8.005, 3.066], [1.493, -7.693, 0.305], [4.717, 3.552, -1.436], [2.734, -0.850, 0.026], [-1.898, 3.679, 2.393], [3.206, -2.152, -0.577], [0.926, 3.270, -1.009], [1.173, -6.313, -1.254], [2.849, 2.141, -5.320], [-7.417, -8.857, 2.200], [3.660, -0.344, 0.275], [4.563, -0.970, -1.534], [3.483, 1.872, 2.005], [3.733, 3.487, -0.964], [0.104, -1.480, 3.685], [-3.576, 1.317, -7.366], [4.232, 1.495, -0.601], [-2.656, 3.151, 2.675], [-4.566, 1.526, -6.971], [1.962, -0.928, 1.374], [0.919, 2.746, 1.461], [1.383, -6.622, 0.186], [-3.258, -1.046, 0.557], [-1.851, -2.260, -4.473], [-0.296, 0.358, 1.369], [0.514, -6.257, 0.724], [1.091, -3.296, 3.376], [2.603, -0.058, -1.806], [-2.637, 0.538, 2.793], [-3.602, 0.496, -8.072], [0.530, 8.841, 3.900], [-2.041, 7.209, 3.702], [3.178, -2.145, 2.779], [-3.359, 6.681, 3.270], [1.779, 1.492, 0.990], [-2.424, 2.622, 0.305], [0.544, -2.421, 0.625], [-0.870, -2.398, -4.047], [5.926, -2.724, -0.736], [0.849, -2.414, -2.100], [-1.242, -0.825, 1.114], [1.901, -3.071, 1.379], [-8.296, -7.457, 2.887], [-1.430, -1.491, 1.942], [2.018, 0.005, -0.961], [1.741, 1.349, -3.521], [-0.273, 1.449, -5.282], [1.966, 5.181, 1.689], [-2.542, 0.339, -0.192], [-0.562, 0.987, 0.529], [1.223, 7.372, 3.162], [2.408, -2.806, -0.911], [1.022, 8.855, 2.181], [2.893, 4.363, -1.676], [0.719, 0.260, -6.061], [0.941, 2.246, -1.344], [-1.905, 8.409, 3.762], [2.029, 1.500, -0.565], [-0.939, -1.345, 0.216], [-2.597, -0.206, 0.742], [3.390, 1.999, -1.063], [-3.553, 7.061, 2.272], [-3.467, -6.914, 3.146], [-3.215, 0.593, 1.877], [0.503, -2.581, 2.805], [-1.391, -1.213, -2.274], [1.151, -7.230, -2.038], [3.529, 1.755, -2.115], [0.680, 1.911, -6.687], [2.390, 6.136, 1.812], [0.734, -1.381, -2.419], [-0.001, 2.831, 0.891], [-7.498, -7.777, 2.224], [3.155, 4.380, -2.596], [3.052, -1.111, 2.484], [2.284, -6.103, 0.498], [3.430, 8.062, 3.781], [-0.386, -3.134, 2.523], [1.202, -2.255, 1.467], [-3.311, 5.599, 3.267], [1.481, -1.197, -3.189], [-1.174, 6.395, 3.958], [-2.206, -0.177, -6.250], [3.929, 3.836, 0.034], [-4.116, 7.027, 3.967], [-3.282, -5.957, 2.680], [1.834, 1.645, -4.922], [2.593, 8.913, 3.553], [0.679, 1.311, -5.791], [-7.636, -7.372, 1.226], [5.896, -2.782, -2.488], [-0.640, -1.275, -3.058], [-6.226, -7.221, 2.759], [3.720, -2.682, 0.227], [-0.661, -0.317, -3.570], [-0.180, -2.284, -4.875], [1.130, 2.358, -2.836], [-3.140, 2.205, -7.813], [4.031, -0.749, 2.189], [-0.789, -3.378, -3.594], [-4.234, 0.333, 2.119], [0.759, -0.487, -1.303], [0.049, -1.821, 4.631], [1.231, 8.455, 3.169], [4.184, -1.902, -1.637], [5.278, -2.861, -1.605], [-0.074, 1.886, -1.198], [1.568, 4.035, 1.552], [-1.845, -5.623, 2.884], [-4.599, 2.754, 1.264], [-3.475, -5.997, 1.614], [-1.454, -5.536, 4.022], [1.038, -5.136, -1.544], [2.795, -0.557, 3.374]],
  "forces_ev_per_angstrom": [[0.13, 0.10, 0.23], [-0.10, 0.09, 0.33], [0.04, 0.10, 0.02], [-0.09, -0.12, 0.28], [0.01, -0.04, 0.14], [0.00, -0.04, 0.00], [-0.15, -0.18, 0.02], [0.02, 0.04, -0.09], [-0.27, 0.10, -0.24], [0.06, -0.04, 0.10], [-0.62, 0.66, -1.64], [0.28, -0.80, 0.17], [0.24, -0.10, -0.13], [-0.09, -0.04, 0.04], [0.01, -0.02, -0.13], [0.25, -0.18, 0.07], [0.03, -0.56, 0.85], [0.18, 0.05, -0.10], [0.68, -0.09, 0.02], [0.19, 0.34, 0.02], [0.07, -0.09, 0.17], [-0.76, -0.68, 0.79], [0.07, 0.00, 0.03], [0.03, 0.65, -0.30], [0.23, 0.05, 0.04], [-0.01, -0.26, -0.16], [1.16, 0.08, -0.99], [-0.31, 0.20, -0.03], [-0.06, -0.08, -0.16], [-0.06, -0.21, 0.49], [0.05, -0.43, 0.53], [0.03, 0.11, 0.04], [0.89, -1.25, -0.25], [0.14, -0.91, 0.18], [-0.01, -0.15, 0.10], [-0.23, -0.14, -0.12], [-0.37, -0.21, -0.13], [-0.85, -0.45, -0.10], [0.07, 0.10, 0.02], [0.37, -0.11, -0.08], [-0.28, 0.14, -0.24], [0.12, -0.21, 0.18], [0.04, -0.04, 0.04], [-0.02, 0.09, -0.04], [-0.06, -0.21, -0.01], [-0.18, -0.26, -0.09], [-0.21, -0.18, -0.11], [-0.19, 1.56, 0.60], [1.13, -0.27, 0.28], [-0.27, 0.21, -0.01], [-0.20, 0.59, 0.04], [0.02, -0.09, 0.21], [0.25, -0.05, 0.37], [-0.33, 0.79, -0.73], [0.58, 0.05, -0.23], [0.00, 0.10, -0.04], [0.43, -0.06, 0.12], [1.07, -0.26, -0.83], [-0.38, -0.25, 0.31], [0.09, 0.08, 0.16], [-0.83, -2.76, -0.41], [0.00, 0.31, -0.05], [0.18, 0.25, -0.09], [-0.03, 0.05, 0.13], [-0.11, -0.04, -0.13], [-0.04, 0.13, 0.04], [-0.53, 0.04, 0.60], [0.12, -0.24, -0.10], [0.13, -0.56, -0.12], [-0.07, 0.12, 0.01], [0.10, -0.36, -0.11], [0.09, -0.36, 0.04], [-0.17, -1.05, 0.29], [0.56, 0.27, -0.05], [-0.03, 0.12, 0.04], [0.01, 0.02, 0.17], [0.44, 1.09, 0.24], [-0.12, -0.01, 0.20], [-0.19, -0.26, 0.10], [-0.05, 0.00, -0.12], [-0.45, -0.09, -0.23], [0.32, 0.18, -0.19], [0.23, 0.44, 0.05], [-0.78, -1.27, -0.75], [-0.06, 0.03, -0.14], [-0.06, -0.20, -0.02], [0.04, 0.05, -0.24], [0.12, 0.49, 0.11], [-0.04, 0.08, 0.01], [0.11, -0.11, -0.04], [-0.23, -0.14, 0.09], [-0.77, -0.06, 0.15], [0.03, 0.00, 0.05], [0.42, 0.45, 0.28], [0.13, -0.10, -0.02], [0.18, -0.13, 0.15], [-0.66, 0.16, 0.48], [0.05, 0.16, -0.01], [0.35, 0.22, -0.23], [1.42, 1.25, -1.17], [-0.11, -0.04, -0.06], [-0.74, -0.45, 0.75], [-0.04, 0.10, 0.04], [0.06, 0.13, -0.26], [0.52, 0.68, 0.26], [-0.31, -0.15, -0.06], [-0.11, -0.03, 0.36], [-0.29, 0.21, -0.18], [0.29, -0.28, -0.16], [-0.83, 1.39, -0.74], [-0.05, 0.07, 0.09], [0.09, 0.02, -0.07], [0.08, -0.23, 0.02], [-0.30, 0.02, -0.13], [-0.11, 0.62, 0.45], [-0.06, 0.00, 0.15], [0.05, -0.13, -0.03], [-0.61, 0.14, -0.25], [0.17, -0.01, -0.12], [-0.05, -0.34, 0.11], [0.73, 2.69, -0.09], [-0.17, -0.07, -0.09], [-0.98, -0.12, 0.74], [0.06, 0.02, -0.01], [0.10, 0.07, 0.12], [0.01, 0.19, -0.05], [-0.11, 0.13, 0.22]],
  "lowdin_charge": [0.107, -0.053, 0.077, 0.125, 0.095, 0.059, 0.084, 0.021, -0.441, 0.065, 0.598, 0.163, 0.056, 0.065, 0.100, 0.133, -0.173, 0.084, -0.173, 0.132, -0.445, 0.175, 0.098, 0.115, 0.094, 0.979, -0.240, 0.028, 0.059, 0.093, -0.151, 0.105, -0.381, -0.223, 0.054, 0.121, 0.068, -0.154, 0.063, 0.112, 0.155, 0.102, 0.097, 0.085, -0.436, 0.090, 0.060, -0.525, -0.294, 0.098, -0.071, 0.086, 0.106, -0.166, 0.104, 0.105, 0.093, 0.038, 0.052, 0.055, 0.161, 0.107, 0.080, 0.051, 0.099, 0.109, -0.035, 0.101, 0.006, 0.077, -0.251, 0.091, -0.204, -0.139, 0.109, 0.079, -0.183, -0.240, 0.114, 0.095, 0.125, 0.106, 0.027, -0.169, 0.085, 0.059, 0.102, -0.066, 0.098, 0.056, 0.077, -0.130, 0.073, 0.136, 0.056, 0.062, 0.077, 0.108, 0.032, -0.421, -0.452, 0.031, 0.104, 0.082, -0.207, -0.427, 0.129, 0.094, 0.081, -0.429, 0.105, 0.043, 0.078, 0.108, -0.035, 0.083, 0.026, -0.098, -0.106, 0.137, -0.182, -0.430, -0.254, 0.101, 0.088, 0.028, 0.064],
  "spin_multiplicity": 1,
  "total_charge": 1,
  "e_homo_ev": -11.503
}



[2]
{
  "formula": "C43H60BGeMoN2P2",
  "method": "wB97M-V/def2-TZVPD",
  "symbols": ["H", "H", "Ge", "C", "H", "H", "C", "H", "C", "H", "H", "C", "H", "P", "C", "C", "H", "H", "C", "H", "H", "H", "C", "H", "H", "H", "C", "C", "C", "C", "H", "H", "H", "H", "H", "H", "C", "H", "H", "H", "C", "H", "C", "C", "C", "H", "C", "H", "C", "H", "H", "C", "H", "P", "H", "Mo", "C", "H", "C", "C", "H", "C", "H", "C", "C", "H", "C", "H", "H", "H", "H", "H", "H", "H", "H", "C", "H", "H", "C", "C", "C", "C", "H", "C", "C", "N", "C", "C", "H", "H", "H", "H", "C", "H", "H", "N", "C", "H", "C", "H", "B", "H", "H", "H", "C", "C", "H", "H", "C", "C"],
  "positions_angstrom": [[0.664, 6.709, -2.573], [-4.525, 3.707, -1.553], [1.860, 2.043, -1.154], [5.902, 3.125, -0.752], [3.335, 0.301, 2.387], [-1.783, -2.153, 3.902], [-3.680, 0.933, 2.711], [1.163, -0.697, 4.628], [2.162, -1.498, 2.861], [4.308, -2.257, -2.169], [2.923, -0.766, 4.729], [0.795, 5.693, -2.922], [0.510, -1.865, -4.108], [0.555, -1.995, 2.087], [1.157, 3.090, -3.818], [-2.776, -0.110, -1.375], [0.596, 2.911, 0.928], [4.553, 2.548, -2.304], [0.553, 1.994, 0.312], [3.595, -2.385, 1.470], [4.248, -2.026, 3.060], [-5.901, -0.317, 1.552], [-1.269, -4.070, 1.997], [7.028, 3.689, 0.986], [-1.871, -4.781, 2.567], [5.102, 3.462, 2.519], [2.057, 0.287, -1.973], [3.364, -2.394, 2.535], [-5.312, 0.344, 0.913], [-0.267, -3.418, 2.961], [-0.339, -2.382, 4.892], [-1.011, 2.898, -1.309], [-3.771, -0.568, -1.384], [2.912, 2.768, 1.654], [-2.851, -4.517, -4.256], [1.139, -3.814, 0.519], [-2.519, -2.830, -2.980], [-2.984, 4.674, 0.313], [-5.713, 1.347, 1.034], [-0.769, -4.630, 1.207], [-0.390, -4.364, -1.919], [1.312, -4.881, 2.555], [0.790, 4.090, -4.713], [3.216, -0.457, -1.747], [-3.473, -1.222, 1.519], [1.974, -2.323, 0.086], [1.158, 4.693, -2.035], [-3.328, -2.242, -3.396], [-1.009, -2.870, 4.186], [2.567, -3.167, -3.673], [0.186, 0.321, -3.046], [1.342, 3.379, -2.469], [-2.648, 0.877, 3.072], [-2.587, 0.944, 0.149], [-3.985, 1.978, 2.701], [-0.288, 0.514, 1.095], [0.607, 5.389, -4.265], [-2.446, -1.325, 1.877], [2.038, -1.300, 4.373], [2.424, -2.207, -3.195], [-0.999, -5.845, -3.339], [1.094, -0.237, -2.839], [3.207, -3.425, 2.847], [3.398, -1.697, -2.348], [-0.663, -3.098, -1.434], [1.302, 2.080, -4.187], [4.665, 2.735, -1.240], [3.998, -0.057, -1.109], [-2.255, 2.500, -2.499], [0.171, -5.339, 3.807], [-4.131, -1.666, 2.270], [1.978, -2.238, 4.922], [-3.560, 3.516, 1.502], [-1.495, -3.696, 4.710], [-2.697, 0.517, -2.266], [0.731, -4.495, 3.395], [-1.829, 3.614, 1.121], [-3.570, -1.802, 0.600], [-3.847, 0.254, 1.347], [-2.836, 3.663, 0.701], [-3.016, 2.666, -0.445], [3.748, 2.854, 0.967], [-5.478, 0.028, -0.117], [3.569, 2.588, -0.387], [-4.440, 2.763, -1.012], [-1.743, -1.103, -1.305], [4.984, 3.249, 1.464], [-2.052, 3.044, -1.576], [-2.194, 4.105, -1.793], [-5.205, 2.763, -0.242], [0.323, 6.167, -4.962], [1.420, -4.152, 4.164], [6.064, 3.381, 0.604], [1.616, 0.562, 2.688], [0.652, 3.853, -5.760], [-0.062, -2.356, -0.426], [1.271, -1.472, -3.444], [1.309, 4.944, -0.989], [2.341, -0.119, 2.220], [2.178, -0.135, 1.131], [-0.683, -1.073, -0.348], [-4.662, 1.965, -1.724], [-4.308, 0.415, 3.440], [-1.940, -3.358, 1.524], [-2.243, -4.106, -3.461], [-1.195, -4.859, -2.940], [6.740, 3.234, -1.428], [0.434, -4.949, -1.529], [-1.719, -2.332, -1.966], [1.028, -2.729, 0.444]],
  "forces_ev_per_angstrom": [[0.00, 0.00, 0.00], [0.00, 0.00, 0.01], [-0.04, 0.00, 0.04], [0.01, 0.00, 0.02], [-0.01, 0.02, 0.00], [0.01, 0.00, -0.02], [-0.03, 0.01, 0.04], [0.01, 0.01, 0.01], [0.24, -0.12, 0.06], [0.00, 0.00, 0.00], [-0.01, 0.00, 0.02], [-0.01, -0.02, -0.03], [0.00, -0.01, 0.00], [0.00, 0.11, -0.19], [0.00, -0.04, -0.03], [-0.11, 0.11, 0.03], [-0.05, -0.05, 0.08], [-0.01, -0.01, 0.00], [0.10, -0.11, 0.02], [0.01, -0.03, -0.04], [-0.02, 0.05, 0.01], [0.00, 0.00, 0.01], [-0.01, -0.08, 0.04], [0.00, 0.00, 0.00], [-0.02, 0.01, -0.02], [0.00, 0.00, 0.00], [0.12, -0.04, -0.08], [-0.07, 0.00, 0.05], [-0.01, -0.03, 0.01], [0.01, 0.02, 0.06], [-0.02, -0.03, -0.01], [0.03, -0.01, 0.04], [0.00, -0.01, 0.00], [-0.02, -0.02, -0.01], [0.00, 0.00, 0.00], [-0.01, 0.05, -0.02], [0.01, 0.01, -0.01], [0.00, 0.00, 0.00], [0.00, 0.00, 0.01], [0.00, 0.01, 0.00], [-0.01, 0.00, -0.02], [-0.01, 0.03, 0.01], [-0.01, 0.00, 0.01], [-0.02, 0.01, 0.04], [0.00, -0.01, -0.01], [0.06, 0.03, 0.01], [0.03, -0.01, 0.03], [0.00, 0.00, 0.00], [-0.04, -0.03, 0.02], [-0.01, 0.00, 0.01], [0.01, 0.00, 0.02], [-0.08, 0.06, -0.02], [0.02, 0.01, -0.02], [0.11, 0.11, -0.13], [0.01, -0.04, 0.01], [-0.44, -0.19, -0.02], [-0.01, 0.03, 0.01], [0.03, -0.01, 0.01], [0.02, 0.04, 0.02], [0.03, 0.02, 0.01], [0.00, 0.00, 0.00], [-0.07, 0.00, 0.01], [-0.01, 0.01, -0.01], [-0.04, -0.04, -0.03], [-0.03, -0.05, 0.03], [0.02, 0.05, 0.01], [-0.01, 0.00, -0.03], [-0.02, -0.01, 0.01], [0.00, -0.01, -0.01], [0.01, 0.01, 0.02], [0.01, -0.01, 0.00], [0.01, -0.01, -0.04], [0.02, 0.01, -0.04], [-0.01, 0.00, -0.01], [-0.02, 0.01, -0.03], [0.01, -0.08, -0.03], [-0.03, -0.01, -0.01], [-0.01, 0.01, -0.02], [-0.04, 0.01, 0.00], [0.01, 0.04, 0.03], [-0.09, -0.02, -0.03], [-0.04, 0.03, 0.05], [0.02, 0.00, -0.01], [0.06, -0.04, -0.01], [0.01, 0.01, -0.01], [0.03, -0.16, 0.04], [0.02, 0.00, -0.02], [-0.02, 0.03, 0.00], [0.02, -0.01, -0.03], [0.01, 0.00, 0.02], [0.00, 0.00, 0.00], [0.01, 0.03, 0.02], [-0.01, 0.00, -0.01], [0.06, 0.23, -0.01], [0.01, -0.01, 0.00], [0.23, 0.14, 0.01], [0.02, -0.01, 0.00], [0.01, 0.01, -0.01], [0.08, -0.03, 0.05], [0.19, -0.04, -0.01], [-0.08, 0.11, -0.03], [0.01, -0.01, 0.01], [0.00, 0.01, 0.00], [-0.04, 0.04, 0.01], [-0.01, 0.01, 0.00], [0.01, 0.00, 0.01], [0.00, 0.00, 0.00], [0.00, 0.00, 0.00], [-0.06, 0.05, -0.01], [-0.07, -0.14, 0.04]],
  "lowdin_charge": [0.105, 0.096, 0.920, -0.075, 0.104, 0.066, -0.093, 0.079, -0.694, 0.107, 0.096, -0.081, 0.114, 1.108, -0.100, -0.243, 0.002, 0.109, -0.423, 0.075, 0.095, 0.095, -0.073, 0.106, 0.100, 0.104, -0.278, -0.062, -0.073, -0.684, 0.063, 0.023, 0.099, 0.080, 0.104, 0.096, -0.009, 0.096, 0.070, 0.078, -0.016, 0.080, -0.077, -0.115, -0.110, 0.076, -0.118, 0.112, -0.085, 0.109, 0.104, -0.294, 0.060, 1.092, 0.065, 0.963, -0.081, 0.025, -0.086, -0.072, 0.105, -0.124, 0.073, -0.083, -0.188, 0.090, -0.108, 0.097, 0.081, 0.097, 0.103, 0.074, 0.064, 0.095, 0.091, -0.079, 0.067, 0.090, -0.678, -0.081, -0.673, -0.126, 0.079, -0.285, -0.074, -0.023, -0.083, -0.095, 0.099, 0.065, 0.106, 0.069, -0.080, 0.056, 0.106, -0.017, -0.072, 0.104, -0.161, 0.046, -0.638, 0.084, 0.096, 0.059, -0.087, -0.084, 0.107, 0.113, -0.171, -0.243],
  "spin_multiplicity": 3,
  "de_lowest_kj_mol": 0.0,
  "total_charge": 1,
  "e_homo_ev": [-10.112, -10.230],
  "s2": 2.075
}